{"formula": "C27H31BMnN7O2SSe", "method": "ωB97M-V/def2-TZVPD", "relative_energy_kj_mol": 25.86, "e_homo_ha": [-0.0810, -0.0836], "multiplicity": 2, "s2": 0.767, "total_charge": -1, "symbols": ["Mn", "C", "N", "C", "C", "N", "C", "C", "C", "C", "C", "C", "N", "C", "N", "C", "C", "C", "C", "C", "C", "N", "H", "H", "H", "H", "H", "H", "H", "H", "H", "H", "H", "H", "H", "H", "H", "Se", "C", "C", "C", "C", "C", "C", "C", "C", "O", "B", "O", "C", "C", "H", "H", "H", "H", "H", "H", "H", "H", "H", "H", "H", "H", "N", "C", "N", "S", "H", "H", "H", "H"], "coordinates": [[-0.626, -0.264, -0.074], [2.080, -0.479, 1.089], [1.474, 0.040, -0.121], [2.025, -0.416, -1.381], [0.962, -0.244, -2.417], [-0.302, -0.260, -2.114], [-0.984, -0.101, -3.306], [-2.350, -0.026, -3.552], [-2.753, 0.156, -4.862], [-1.824, 0.267, -5.907], [-0.462, 0.199, -5.674], [-0.064, 0.014, -4.356], [1.179, -0.087, -3.755], [1.066, -0.375, 2.181], [-0.215, -0.348, 1.957], [-0.820, -0.283, 3.199], [-2.165, -0.214, 3.545], [-2.478, -0.148, 4.890], [-1.483, -0.144, 5.878], [-0.141, -0.206, 5.548], [0.165, -0.274, 4.195], [1.367, -0.337, 3.512], [3.009, 0.033, 1.377], [2.301, -1.543, 0.944], [1.321, 1.077, -0.094], [2.240, -1.490, -1.300], [2.949, 0.098, -1.680], [-3.047, -0.107, -2.729], [-3.809, 0.222, -5.090], [-2.180, 0.413, -6.920], [0.254, 0.292, -6.481], [2.074, 0.002, -4.199], [-2.920, -0.214, 2.771], [-3.517, -0.092, 5.190], [-1.770, -0.087, 6.921], [0.630, -0.196, 6.309], [2.289, -0.314, 3.905], [-0.521, 2.267, -0.045], [-0.341, -9.141, 1.175], [0.805, -8.137, 1.364], [1.006, -7.927, 2.865], [2.098, -8.735, 0.792], [0.472, -6.831, 0.635], [0.262, -6.853, -0.744], [-0.055, -5.705, -1.473], [-0.154, -4.519, -0.781], [-0.441, -3.274, -1.235], [-0.427, -2.368, -0.112], [-0.093, -3.205, 1.031], [0.055, -4.478, 0.591], [0.364, -5.610, 1.315], [-0.117, -10.079, 1.691], [-0.504, -9.364, 0.120], [-1.271, -8.737, 1.578], [1.243, -8.884, 3.338], [0.106, -7.532, 3.339], [1.830, -7.240, 3.066], [2.345, -9.671, 1.303], [2.931, -8.041, 0.923], [2.003, -8.946, -0.273], [0.339, -7.793, -1.279], [-0.221, -5.744, -2.542], [0.510, -5.530, 2.384], [-5.326, 0.384, 0.397], [-3.995, 0.596, 0.094], [-3.611, 1.838, -0.118], [-2.953, -0.736, 0.032], [-5.987, 1.032, -0.003], [-5.597, -0.584, 0.341], [-4.225, 2.599, 0.128], [-2.567, 2.044, -0.199]], "forces_ev_per_a": [[-0.111, -0.462, -0.037], [-0.061, -0.023, -0.060], [0.019, 0.039, 0.010], [-0.029, -0.061, 0.044], [0.002, 0.045, -0.031], [0.075, -0.062, 0.005], [-0.016, 0.022, -0.007], [-0.009, 0.016, -0.002], [0.000, -0.008, -0.006], [-0.005, 0.002, 0.002], [0.016, -0.008, 0.003], [-0.014, 0.013, 0.010], [-0.013, -0.044, -0.013], [0.038, 0.028, 0.087], [0.175, -0.024, -0.044], [-0.043, 0.004, 0.032], [-0.019, 0.017, -0.002], [-0.009, -0.003, 0.008], [0.013, -0.003, -0.014], [-0.012, -0.003, 0.007], [0.038, 0.008, -0.030], [-0.052, -0.030, 0.016], [0.010, -0.009, 0.011], [0.013, 0.008, -0.007], [-0.036, -0.039, -0.006], [0.013, 0.018, 0.001], [-0.001, 0.009, -0.014], [0.004, -0.002, 0.001], [0.002, -0.002, 0.000], [-0.001, 0.000, 0.003], [-0.002, -0.001, 0.003], [0.003, 0.016, 0.004], [0.010, -0.007, 0.000], [0.004, 0.000, 0.003], [-0.004, 0.001, -0.003], [-0.002, 0.000, 0.001], [0.004, 0.015, -0.001], [0.119, 0.379, -0.002], [0.006, 0.007, 0.001], [-0.003, 0.002, -0.006], [0.000, -0.003, -0.003], [-0.001, 0.001, 0.006], [-0.004, 0.005, 0.004], [-0.005, -0.002, 0.007], [0.008, -0.001, -0.004], [-0.018, 0.019, -0.004], [0.009, -0.033, -0.054], [0.029, 0.208, 0.135], [-0.011, -0.054, -0.045], [-0.006, 0.034, 0.010], [0.012, -0.011, 0.003], [-0.001, 0.004, -0.003], [-0.001, -0.003, 0.003], [0.001, -0.004, -0.002], [0.000, 0.002, 0.002], [0.004, 0.001, 0.001], [-0.004, -0.002, 0.003], [0.000, 0.005, -0.002], [-0.001, -0.003, -0.002], [-0.002, 0.001, -0.003], [0.002, 0.001, 0.000], [0.001, 0.000, 0.003], [-0.001, 0.003, -0.008], [0.002, -0.028, 0.025], [-0.020, 0.135, -0.046], [-0.075, -0.099, -0.012], [-0.032, -0.086, -0.023], [0.003, 0.002, -0.003], [-0.004, -0.003, 0.000], [-0.012, 0.009, -0.015], [0.004, 0.047, 0.056]], "mulliken_spin": [1.0621, -0.0045, -0.0323, -0.0010, 0.0125, -0.0172, 0.0019, -0.0015, -0.0005, -0.0003, 0.0006, -0.0003, 0.0008, 0.0050, -0.0099, 0.0074, -0.0032, -0.0002, -0.0002, -0.0002, -0.0006, 0.0017, 0.0013, 0.0015, 0.0061, -0.0005, 0.0005, 0.0002, 0.0001, 0.0000, 0.0000, -0.0007, 0.0003, 0.0001, -0.0001, 0.0001, -0.0007, 0.0127, -0.0001, -0.0002, 0.0000, -0.0001, 0.0009, 0.0005, 0.0010, -0.0043, -0.0070, 0.0098, -0.0255, -0.0020, -0.0013, 0.0000, 0.0000, 0.0000, 0.0000, 0.0000, 0.0000, 0.0000, 0.0000, 0.0000, 0.0001, -0.0001, -0.0001, -0.0015, 0.0007, -0.0009, -0.0091, -0.0002, -0.0003, -0.0002, -0.0008]}